This record from OMol25 describes a molecular structure, C36H45N4Re in a non-equilibrium geometry. The level of theory is ωB97M-V with the def2-TZVPD basis set.

Geometry as XYZ:
```
86
Properties=species:S:1:pos:R:3:mulliken_spin:R:1
H -6.10 0.67 0.91 0.00
H -4.14 5.74 0.28 0.00
H 3.83 5.19 -1.09 0.00
N 1.43 1.60 -0.04 0.07
C 3.80 1.27 0.32 -0.04
C 6.25 -1.30 -0.28 0.00
C 4.01 4.28 -0.50 0.00
H 0.13 -6.78 0.98 0.00
N -2.10 0.64 0.67 0.04
H 3.17 -4.18 0.91 0.00
H 0.24 7.04 0.02 0.00
H 1.70 5.73 -1.45 0.00
Re 0.00 0.00 0.00 3.14
C -0.76 2.76 -0.11 0.00
H -1.14 -6.09 -0.04 0.00
N 2.03 -0.19 1.05 0.03
C -0.62 -2.39 1.01 -0.11
H -4.59 4.43 1.38 0.00
H 6.03 -0.11 1.51 0.00
C 3.35 0.11 0.82 0.01
H -6.07 2.34 0.37 0.00
C -3.75 -1.16 0.71 0.00
C -2.62 -3.36 1.17 0.01
H -3.72 -4.37 3.52 0.00
C 3.50 -3.89 3.02 0.00
H -1.12 3.76 -0.29 0.02
C 0.95 5.20 -0.86 0.00
H -4.67 3.70 -1.01 0.00
H -4.78 -1.46 0.81 0.00
C -4.44 -4.11 2.74 0.00
C -0.74 -4.97 1.78 0.00
H 4.81 1.53 0.10 0.00
H -0.19 5.61 0.96 0.00
C 0.58 2.68 -0.20 -0.11
N -1.45 -1.47 0.61 0.04
H 3.81 -4.92 3.18 0.00
C 4.16 -1.05 1.09 -0.02
H 1.20 -3.46 1.20 0.00
H -4.57 -4.02 0.59 0.00
H -5.81 -0.11 -1.47 0.00
H 0.08 5.12 -1.53 0.00
H -3.54 -5.29 1.19 0.00
H -7.23 0.93 -1.30 0.00
H 6.02 -1.83 1.78 0.00
H -5.75 1.57 -2.01 0.00
H -4.78 -3.08 2.93 0.00
C 1.93 -1.55 1.16 -0.09
C 5.65 -1.06 1.10 0.00
C -6.14 0.91 -1.24 0.00
H 0.53 -1.64 0.00 -0.13
H 5.54 5.26 0.66 0.00
H 4.73 3.69 -1.08 0.00
C 0.89 -2.42 1.13 0.08
C -5.68 1.34 0.15 0.00
H 5.95 -0.52 -0.99 0.00
H -5.30 -4.77 2.83 0.00
H -2.89 4.88 1.20 0.00
H -1.48 -5.54 2.37 0.00
H 4.76 -3.65 1.32 0.00
H 0.09 -4.81 2.47 0.00
C -1.33 -3.68 1.33 0.01
C -3.30 2.41 -0.01 0.01
H 2.45 -3.81 3.32 0.00
C 0.60 6.06 0.35 0.00
H 3.94 5.31 1.41 0.00
C 3.71 -3.49 1.57 0.00
C -2.71 -1.98 0.81 -0.01
H 7.34 -1.30 -0.23 0.00
H 4.09 -3.25 3.69 0.00
H 5.92 -2.26 -0.69 0.00
H 4.89 3.81 1.43 0.00
C -3.82 -4.24 1.35 0.00
H 1.47 6.22 0.98 0.00
C -1.99 1.89 0.19 -0.03
C 3.31 -2.07 1.30 0.03
C -0.29 -5.84 0.61 0.00
C 2.75 3.52 -0.33 -0.03
C -3.37 0.27 0.54 0.03
C -3.84 4.76 0.66 0.00
H -2.99 4.14 -1.23 0.00
C -3.71 3.77 -0.48 0.00
H 0.47 -5.35 0.01 0.00
C 2.63 2.09 -0.01 0.02
C -4.19 1.34 0.26 -0.01
C 4.62 4.68 0.83 0.00
C 1.45 3.84 -0.47 0.03
```

Values from the calculation:
expectation value of S²: 3.796
net charge: +1
spin multiplicity: 4
electronic energy: -1695.6086 hartree
E_HOMO (alpha / beta): -9.96 / -9.95 eV
orbital gap (alpha / beta): 6.088 / 5.837 eV
LUMO energy (alpha / beta): -0.142 / -0.151 Eh

---

This record from OMol25 describes a molecular structure, C36H46AsAuBCl3F4GeN4PSi in a non-equilibrium geometry. The level of theory is ωB97M-V with the def2-TZVPD basis set.

Geometry as XYZ:
```
99
Properties=species:S:1:pos:R:3:mulliken_charge:R:1
H 5.65 0.36 -1.04 0.23
H -3.55 -2.77 4.64 0.39
C -1.97 4.27 0.52 -0.76
H -2.69 1.00 0.65 -0.34
H 3.13 0.90 1.16 0.28
H -1.52 -4.13 5.05 0.43
C -1.92 -4.28 -3.63 -0.48
Cl 2.90 5.90 -1.04 -0.47
H -0.25 -5.05 3.16 0.36
N -4.10 3.32 -1.05 0.12
C 4.20 -1.78 -1.90 -0.92
N -3.32 4.77 0.72 0.07
F -4.46 -0.11 -1.83 -0.36
H -2.78 1.80 -1.60 -0.10
H 6.89 3.74 -1.52 0.40
H -5.77 2.83 0.11 0.45
Au 0.12 1.93 -0.31 1.11
H -2.11 2.08 1.95 0.31
P 0.82 -0.36 -0.02 -0.57
F -2.16 -0.25 -1.83 -0.20
H 5.43 4.61 -2.05 0.32
H 5.38 0.46 0.70 0.31
C 2.68 0.30 1.94 -0.15
N -4.03 2.51 1.23 0.14
C 5.74 1.01 -0.17 -1.14
C -3.60 -5.44 -2.39 -0.52
C -0.21 -1.86 -0.15 0.47
C -3.98 3.89 1.69 -0.72
Ge 4.81 2.72 -0.45 0.42
H -0.15 -3.75 -2.57 0.29
H 1.21 -3.10 0.93 0.57
C -2.71 -3.47 1.44 0.49
C -3.42 -2.95 2.51 -0.73
C 3.31 -1.43 -0.90 -0.20
H 4.06 0.93 3.45 0.47
H -4.28 -2.33 2.31 0.41
H 0.93 0.04 -2.82 0.51
H -3.44 3.94 2.64 0.37
H -3.03 -3.24 0.43 0.30
C -1.55 -4.78 -1.30 0.39
Cl 0.39 4.23 -2.26 -0.31
H -0.70 -1.81 -1.13 0.66
C 3.18 0.33 3.23 -0.58
H 5.86 3.53 1.70 0.40
H 3.53 -1.67 0.13 0.46
C -4.75 2.47 -0.05 -0.64
C 0.92 -1.17 2.66 -0.48
H 1.29 -3.28 -0.80 0.73
C 2.13 -0.77 -1.22 1.39
H -1.44 4.90 -0.20 0.17
H 4.63 -1.76 -4.00 0.38
H 0.03 -1.76 2.47 0.21
C 2.74 -0.84 -3.55 -0.72
H -4.78 1.44 -0.42 0.15
H -5.06 5.05 -0.40 0.32
H 5.13 -2.29 -1.63 0.45
H -5.00 4.25 1.85 0.34
B -3.36 -0.86 -1.38 0.03
H -1.04 -1.77 0.56 -0.05
C -2.80 -5.40 -1.26 -0.38
N -1.95 2.87 0.01 0.60
H 6.80 1.22 -0.01 0.47
F -3.43 -2.17 -1.84 0.02
C 4.87 3.67 1.26 -1.08
Cl 1.36 4.36 1.20 -0.33
H -3.54 5.32 -1.28 0.38
C -2.99 -3.18 3.81 -0.52
H 4.12 3.27 1.94 0.24
C -1.12 -4.23 -2.50 -0.43
C -3.17 -4.88 -3.58 -0.52
H -3.16 -5.84 -0.33 0.39
C -2.75 2.83 -1.26 -0.39
H -1.58 -3.82 -4.55 0.39
H -2.24 3.45 -1.99 0.32
C 0.60 -3.14 0.02 -1.96
H 4.68 4.73 1.13 0.37
C -4.04 4.68 -0.54 -0.73
C 1.43 -1.14 3.95 -0.77
Si 1.88 3.95 -0.83 0.19
H 0.93 -1.70 4.73 0.52
H 5.83 3.04 -2.76 0.36
C 2.99 2.63 -1.14 -0.16
H -3.80 -4.89 -4.45 0.37
C -1.85 -3.94 4.04 -0.59
H 2.52 -0.60 -4.58 0.47
As -0.37 -4.85 0.24 0.20
C 2.56 -0.39 4.24 -0.84
C 3.93 -1.49 -3.22 -0.53
H 2.96 -0.37 5.25 0.38
H -4.58 -5.91 -2.33 0.38
F -3.35 -0.86 0.04 -0.40
C -2.67 2.03 1.01 -0.21
C 1.56 -0.46 1.64 0.35
C 1.85 -0.48 -2.56 -1.15
H 2.82 2.00 -2.00 0.41
C -1.56 -4.22 1.66 -0.09
H -1.43 4.29 1.46 0.26
C -1.14 -4.46 2.97 -0.54
C 5.85 3.63 -1.84 -1.31
```

Values from the calculation:
energy above the lowest of the compared OMol25 structures with the same formula, charge and spin: 0.00 kJ/mol
net charge: -1
electronic energy: -8503.0313 hartree
E_HOMO: -4.63 eV
orbital gap: 6.981 eV
LUMO energy: 0.086 Eh

---

This record from OMol25 describes a molecular structure, C36H46CoNP3S2. The level of theory is ωB97M-V with the def2-TZVPD basis set.

Geometry as XYZ:
```
89
Properties=species:S:1:pos:R:3:mulliken_spin:R:1
C 1.13 -4.03 -0.89 0.00
H 1.80 3.59 2.26 0.00
H -3.43 0.95 -2.63 0.00
H 1.23 -2.66 -4.95 0.00
C 3.17 -4.22 0.30 0.00
H -2.31 -1.32 -1.70 0.00
H -1.72 -2.12 0.64 0.00
C 3.77 2.17 1.85 0.00
C 1.13 -2.65 -0.69 0.01
H 0.16 3.16 1.83 0.00
H -5.79 1.61 -2.34 0.00
H -1.91 -2.84 -3.63 0.00
H 1.40 0.53 -3.07 0.00
H 2.38 4.21 -2.56 0.00
C -2.05 -2.77 -0.17 0.00
H 2.25 2.65 -3.37 0.00
P -2.45 1.23 2.24 0.02
H 3.18 -1.54 2.66 0.00
H 0.34 -4.48 -1.48 0.00
H -5.27 -2.37 5.62 0.00
H 2.55 -0.79 -2.89 0.00
Co 0.48 0.29 -0.14 1.05
C -3.37 0.08 3.32 0.00
H -1.58 -3.74 -0.02 0.00
C -4.44 -2.05 3.67 0.00
H -4.60 -0.15 6.46 0.00
H 0.64 4.84 1.79 0.00
H 3.90 3.22 1.65 0.00
H -5.19 1.90 1.88 0.00
C -1.70 -2.21 -1.54 0.00
C 3.19 -2.86 0.53 0.00
H 4.66 0.88 -1.00 0.00
H 4.04 -2.42 1.02 0.00
C 2.97 1.41 1.01 0.00
H 3.76 3.54 -3.42 0.00
H 3.83 0.70 -2.54 0.00
C -5.15 1.52 -1.48 0.00
C 1.01 -2.80 -3.89 0.00
C -3.48 1.29 0.74 -0.02
H -3.15 -3.43 -2.53 0.00
C -3.82 1.15 -1.64 0.00
H -0.68 3.28 -0.51 0.00
H 0.28 -3.59 -3.80 0.00
C 0.10 4.02 -0.72 0.00
H 3.98 3.28 -0.92 0.00
C 2.91 3.29 -2.78 0.00
H 5.00 2.20 3.61 0.00
H -4.74 -3.02 3.29 0.00
C 1.68 -0.45 -3.45 0.00
H -0.33 -1.10 -3.84 -0.01
C 2.13 -2.04 0.09 0.01
H 2.12 4.47 -0.13 0.00
H 1.96 -0.36 -4.50 0.00
C -5.64 1.78 -0.21 0.00
H 4.57 -0.18 4.12 0.00
C -3.00 1.03 -0.53 0.06
C 4.38 1.60 2.95 0.00
C 4.32 1.41 -1.88 0.00
C -4.37 -0.44 5.45 0.00
H 0.28 4.01 -1.80 0.00
C 3.38 -0.52 2.39 -0.01
H -0.30 4.99 -0.45 0.00
C 0.55 -1.47 -3.29 -0.01
H -1.55 -4.15 -2.51 0.00
C 2.12 -4.83 -0.37 0.00
C -4.74 -1.68 4.97 0.00
H -1.96 0.74 -0.65 -0.05
N 2.05 -0.68 0.30 -0.11
P 2.03 2.09 -0.38 0.03
C -2.08 -3.21 -2.62 0.00
H -3.40 1.43 4.97 0.00
C 2.82 0.02 1.23 0.01
C 1.35 3.73 0.11 0.01
H -6.67 2.07 -0.08 0.00
C 4.15 0.26 3.23 0.00
C 0.98 3.83 1.58 0.00
H 5.20 1.79 -2.41 0.00
P 0.01 -1.51 -1.52 -0.02
S -0.71 0.18 1.84 0.03
H 2.11 -5.90 -0.52 0.00
H 1.92 -3.13 -3.40 0.00
C -4.81 1.68 0.89 0.00
C -3.69 0.44 4.62 0.00
S -2.33 3.00 3.04 0.01
H 4.00 -4.81 0.66 0.00
C -3.75 -1.17 2.85 0.00
C 3.40 2.57 -1.53 -0.01
H -3.13 -2.90 -0.09 0.00
H -3.52 -1.47 1.84 0.00
```

Values from the calculation:
energy above the lowest of the compared OMol25 structures with the same formula, charge and spin: 0.00 kJ/mol
expectation value of S²: 0.852
spin multiplicity: 2
electronic energy: -4657.4244 hartree
E_HOMO (alpha / beta): -7.11 / -7.11 eV
orbital gap (alpha / beta): 6.160 / 7.114 eV
LUMO energy (alpha / beta): -0.035 / 0.000 Eh

---

This record from OMol25 describes a molecular structure, C36H46GeN4O5Re. The level of theory is ωB97M-V with the def2-TZVPD basis set.

Geometry as XYZ:
```
93
Properties=species:S:1:pos:R:3:mulliken_spin:R:1
C -6.99 -3.55 -1.59 0.00
H 1.61 -2.65 1.66 0.00
C 2.26 1.20 -2.33 -0.01
Ge -3.13 -3.67 0.04 0.00
C 3.84 -1.24 0.91 -0.01
C -5.90 -3.78 0.95 0.00
H -5.49 -3.88 1.95 0.00
H -0.95 -5.43 4.28 0.00
C 0.71 1.98 2.63 0.02
H 2.82 2.14 2.38 0.00
H -3.19 -1.81 4.79 0.00
C 2.10 1.44 2.82 -0.01
H 3.36 -0.44 -0.91 0.01
H 1.14 2.65 0.72 0.00
H 0.49 -2.69 3.01 0.00
H 3.56 -2.16 1.43 0.00
H -7.93 -3.86 1.64 0.00
N 2.90 -1.01 -0.20 -0.01
O 1.84 1.43 -1.09 0.02
H -2.73 -2.15 -1.92 0.00
C 3.07 1.01 -5.02 0.00
C -1.84 -4.61 2.50 0.00
C -1.53 -4.62 3.86 0.00
C -2.78 -2.58 4.14 0.00
C -1.99 0.36 -1.07 0.01
N -0.01 -1.36 1.44 0.01
H -0.54 -2.07 0.93 0.01
C -2.00 -3.60 4.68 0.00
C -2.34 -7.30 -1.97 0.00
H -4.97 -3.48 -2.30 0.00
H -0.71 -0.93 2.04 0.01
O -0.69 0.67 -0.63 0.09
C -7.28 -3.77 0.78 0.00
C 1.80 0.10 -3.14 0.01
C -2.62 -3.60 1.94 0.00
C 0.96 -0.96 -2.68 0.02
H 0.87 -6.30 -1.58 0.00
C -0.96 -7.32 -2.05 0.00
H 3.40 0.97 -6.05 0.00
H 0.88 -2.20 -4.48 0.00
H -0.62 -1.41 -3.99 0.00
H -7.41 -3.46 -2.59 0.00
H 3.43 2.96 -2.23 0.00
H 2.67 -1.88 -0.68 0.00
H -0.04 1.33 3.08 0.00
H 0.60 2.98 3.05 0.00
H -0.41 2.23 0.89 0.01
N 0.53 1.97 1.17 -0.01
C 3.67 -0.03 1.79 0.00
H -1.79 -3.62 5.74 0.00
C -2.26 -5.19 -0.80 0.00
H 5.45 3.65 -3.16 0.00
C -0.22 -6.28 -1.52 0.00
H -4.07 -6.24 -1.28 0.00
C 0.28 -1.91 -3.62 0.00
O 4.37 2.90 -4.77 0.00
H -3.76 -1.82 2.40 0.00
O -2.39 0.93 -2.03 0.00
H -0.27 -4.41 -0.48 0.00
H 4.25 -0.11 2.72 0.00
C -2.71 -0.72 -0.31 0.01
C 4.89 4.01 -4.03 0.00
Re 0.96 0.10 0.12 0.80
C -5.05 -3.67 -0.15 0.00
C -7.82 -3.65 -0.49 0.00
H 2.37 1.31 3.87 0.00
C 3.14 2.13 -2.86 0.02
C -3.09 -2.59 2.78 0.00
H 4.08 4.67 -3.72 0.00
H 1.09 -0.49 3.75 0.00
C 0.98 -2.03 2.30 0.00
H 4.01 0.85 1.25 0.00
H -1.28 -2.23 -0.97 0.00
N 2.22 0.14 2.08 0.01
H 2.60 -1.36 3.55 0.00
H -2.48 -0.65 0.75 0.00
C -0.87 -5.22 -0.90 0.00
H 5.56 4.53 -4.70 0.00
C -2.36 -2.10 -0.89 0.00
C -5.61 -3.55 -1.42 0.00
C 1.75 -0.94 3.01 -0.01
H 1.88 -0.70 -5.16 0.00
C -2.99 -6.24 -1.34 0.00
H -0.46 -8.15 -2.53 0.00
H -8.89 -3.65 -0.62 0.00
C 3.55 2.05 -4.19 0.00
H -3.78 -0.54 -0.43 0.00
O 0.71 -1.21 -1.45 -0.02
H -2.92 -8.12 -2.38 0.00
H -1.48 -5.43 1.88 0.00
H 4.86 -1.36 0.56 0.00
H -0.02 -2.80 -3.07 0.00
C 2.22 0.08 -4.50 0.01
```

Values from the calculation:
energy above the lowest of the compared OMol25 structures with the same formula, charge and spin: 15.87 kJ/mol
expectation value of S²: 0.755
net charge: +2
spin multiplicity: 2
electronic energy: -4149.4016 hartree
E_HOMO (alpha / beta): -12.98 / -12.98 eV
orbital gap (alpha / beta): 7.159 / 6.384 eV
LUMO energy (alpha / beta): -0.214 / -0.243 Eh

---

This record from OMol25 describes a molecular structure, C36H48As2N5O8PdS in a non-equilibrium geometry. The level of theory is ωB97M-V with the def2-TZVPD basis set.

Geometry as XYZ:
```
101
Properties=species:S:1:pos:R:3:mulliken_spin:R:1
H -3.90 -5.90 1.29 0.00
N 2.29 1.96 1.65 0.00
C -0.70 1.62 -1.50 0.14
C -1.10 -2.44 -2.68 0.03
N 4.47 -3.53 -0.64 0.00
C 3.55 -2.51 -0.43 0.00
H 5.63 -0.22 -0.43 0.00
C -3.09 -4.60 -0.22 -0.01
C -2.09 -4.91 1.91 -0.01
H 0.23 1.41 2.79 -0.02
H 2.07 -4.84 2.63 0.00
C -2.74 0.14 0.31 0.01
H -2.79 -0.65 -0.44 0.00
S 2.05 -2.63 -1.32 -0.01
C -1.61 2.64 -1.96 0.56
H -0.30 5.20 1.85 0.00
H -1.25 -2.36 -3.76 0.00
C -2.14 -3.65 -0.59 0.05
C 4.10 -4.94 -0.64 0.00
O -3.90 4.91 0.57 0.01
C -1.83 3.78 0.48 0.04
C -1.61 2.62 1.12 0.00
H -5.05 2.21 -3.79 0.00
As -0.94 0.90 0.26 0.04
C -5.05 3.08 -3.14 0.00
C -2.93 2.28 -2.44 0.06
H -0.77 6.59 2.84 0.00
C -1.11 -3.98 1.61 0.03
C 3.25 1.98 0.72 0.00
C -3.57 -2.61 -2.46 0.00
O -1.80 1.60 3.38 0.00
H -0.13 -2.91 -2.51 0.00
O -3.73 3.36 -2.67 0.02
C 4.44 -5.62 0.68 0.00
O 1.52 0.76 -1.68 0.02
H 4.51 3.18 -0.55 0.00
H 5.52 -5.71 0.80 0.00
H 4.01 -6.63 0.73 0.00
C 3.22 4.39 0.66 0.00
C 2.25 4.36 1.65 0.00
C -2.23 5.74 -1.83 0.00
H 4.64 -5.45 -1.45 0.00
H 1.58 -4.22 1.03 0.00
H -5.71 2.89 -2.30 0.00
H 2.65 1.46 -3.41 0.00
C 1.24 -4.74 1.93 0.00
H 5.87 1.46 0.10 0.00
As -1.00 4.32 -1.26 -0.02
C 0.63 1.58 -1.98 -0.03
C 2.19 2.43 -3.58 0.00
H -3.80 -2.82 -3.51 0.00
H -1.25 4.95 3.33 0.00
H 1.83 5.28 2.05 0.00
H -2.02 -5.44 2.85 0.00
H -2.06 5.89 -2.90 0.00
H 4.05 -5.04 1.51 0.00
H 0.90 -5.74 1.65 0.00
H -3.48 0.91 0.10 0.00
C -2.78 4.83 0.99 0.01
H -1.96 6.66 -1.30 0.00
H -2.93 -0.31 1.29 0.00
H -3.26 5.50 -1.65 0.00
C -1.08 5.62 2.48 0.00
C -2.23 -3.26 -2.08 -0.01
H 1.01 -1.98 2.25 -0.02
H -4.40 -2.98 -1.85 0.00
O -2.29 5.83 1.76 0.00
H 3.58 5.33 0.26 0.00
C -0.57 0.86 3.28 0.03
H -0.73 -0.08 2.75 -0.01
C 3.74 3.19 0.21 0.00
H 5.33 -3.33 -0.14 0.00
H -0.24 -4.49 3.46 0.00
H -0.23 -2.01 3.51 0.00
C 3.85 0.70 0.27 0.00
C 0.58 -2.58 3.05 0.02
H 5.07 1.11 -1.45 0.00
Pd 0.80 -0.87 -0.39 -0.03
O -3.32 1.15 -2.63 0.12
N -0.54 -2.02 0.35 0.97
C 1.83 3.12 2.10 0.00
H -3.82 -4.90 -0.96 0.00
H -2.19 -4.23 -2.59 0.00
H 2.83 3.22 -3.19 0.00
C -3.12 -5.19 1.02 0.02
H -3.53 -1.52 -2.35 0.00
C -2.26 2.47 2.47 0.00
H 3.04 -5.01 -0.86 0.00
H -1.08 -1.42 -2.29 0.00
C 5.19 0.77 -0.42 0.00
H 1.09 3.06 2.89 0.00
H -0.27 0.64 4.30 0.00
H -5.38 3.96 -3.68 0.00
C -1.19 -3.21 0.39 -0.07
N 3.98 -1.54 0.30 0.00
O 0.91 2.50 -2.95 0.01
H 1.37 -2.73 3.80 0.00
C 0.09 -3.94 2.57 0.04
H 2.02 2.58 -4.65 0.00
N 3.24 -0.40 0.50 0.01
O -3.21 3.13 2.81 0.00
```

Values from the calculation:
expectation value of S²: 2.044
net charge: -1
spin multiplicity: 3
electronic energy: -7273.8072 hartree
E_HOMO (alpha / beta): -4.44 / -4.10 eV
orbital gap (alpha / beta): 6.472 / 5.698 eV
LUMO energy (alpha / beta): 0.075 / 0.059 Eh